Run a
The following is a DFT calculation (ωB97M-V with the def2-TZVPD basis set) of a single C4H6O molecule.

LUMO level (hartree): 0.0012
HOMO level (Ha): -0.365

Element x y z (Å)
O: 2.4980 -0.0576 -0.0533
C: 1.3820 -0.5412 0.0371
C: 0.1072 0.1420 0.0523
C: 0.0533 1.4759 0.0072
C: -1.1004 -0.7172 -0.0608
H: 1.3153 -1.6922 0.1850
H: -0.8773 1.9837 0.0500
H: -0.9384 -1.5684 -0.7623
H: -1.9771 -0.0371 -0.4373
H: -1.4123 -1.0680 1.0552
H: 0.9496 2.0801 -0.0731


Run b
The following is a DFT calculation (ωB97M-V with the def2-TZVPD basis set) of C4H6O as an isolated structure.

LUMO level (hartree): -0.0234
HOMO level (Ha): -0.310

Element x y z (Å)
O: 0.0412 1.0853 -1.3055
C: -0.2886 -0.6531 0.4980
C: 0.4711 0.4794 1.1616
C: -0.8338 0.1482 -1.1921
C: 0.9856 -0.3432 0.0783
H: 0.1293 1.4942 0.9626
H: 0.9837 0.3344 2.1197
H: -0.7450 -0.6639 -1.9530
H: -0.7550 -1.5247 0.9597
H: -1.9037 0.4133 -1.0475
H: 1.9199 -0.7725 -0.2734


Run c
The following is a DFT calculation (ωB97M-V with the def2-TZVPD basis set) of a single C4H6O molecule.

LUMO level (hartree): 0.0390
HOMO level (Ha): -0.333

Element x y z (Å)
O: 0.7823 -0.8031 0.2008
C: -0.3627 2.4870 0.3605
C: -0.3889 1.1872 0.4706
C: -0.3359 -0.1148 0.5950
C: 0.5113 -1.8835 -0.6672
H: -1.1436 -0.6982 1.0443
H: 0.0871 3.1082 1.1321
H: -0.7691 2.9921 -0.5130
H: -0.0138 -2.6986 -0.1489
H: -0.0875 -1.5624 -1.5294
H: 1.4806 -2.2445 -1.0166


Run d
The following is a DFT calculation (ωB97M-V with the def2-TZVPD basis set) of a single C4H6O molecule.

LUMO level (hartree): 0.0320
HOMO level (Ha): -0.346

Element x y z (Å)
O: 0.1309 2.0294 1.0535
C: -1.0398 0.2426 0.0181
C: 0.2244 1.0651 0.4564
C: 1.2028 -0.0085 0.0269
C: -0.1495 -0.8356 -0.5725
H: -0.5256 -1.0284 -1.7010
H: 1.6013 -0.5186 0.9525
H: -0.3508 -1.6738 0.2217
H: -1.7682 0.7075 -0.7481
H: -1.6434 -0.4362 0.7719
H: 2.3180 0.4565 -0.4793


Most stable: run a